Entry 1:
Computed, not measured: the molecule CH4N2O2, with ωB97M-V/def2-TZVPD.

## Properties
Spin multiplicity: 1
LUMO level (hartree): 0.0225
Frontier orbital gap (eV): 10.21
Structure (SMILES): O/N=C\NO
F_max (hartree/bohr): 0.1045
E_tot (eV): -8171.216

Atoms and positions in Å:
N1 1.1978 0.5205 -0.2218
O1 -1.3015 -0.7326 -0.4540
H1 -0.4142 -1.4827 -0.5457
N2 -0.9592 0.3260 0.5945
C1 0.1272 1.1333 -0.1393
H2 1.8249 -1.3580 0.1085
H3 -1.8583 0.9467 0.7684
H4 0.1560 2.1713 -0.7467
O2 1.0338 -0.8927 0.2843

Forces on atoms 1 to 3 (eV/Å):
2.55 -2.91 -0.48
1.79 -1.29 0.46
-3.37 3.93 1.42

=====

Entry 2:
Computed, not measured: a structure of composition C35H33NO2PdS4Si, with ωB97M-V/def2-TZVPD.

## Properties
Spin multiplicity: 1
LUMO level (hartree): 0.1306
Frontier orbital gap (eV): 3.98
F_max (hartree/bohr): 0.0160
Net charge: -2
E_tot (eV): -97115.079

Atoms and positions in Å:
C1 -2.4662 -2.8805 -0.6478
O1 0.6372 2.4640 0.8976
H1 1.5729 -4.9250 3.7311
H2 2.2326 3.6602 0.0159
H3 0.7298 3.3541 -1.9714
H4 2.3712 0.0952 -3.2342
C2 -0.6537 -6.3317 0.1814
C3 -1.0157 -0.1691 -3.1069
C4 2.7805 7.2733 0.1949
H5 0.4804 -0.7397 -4.5810
C5 -4.7651 -2.7610 -1.3684
C6 1.3548 0.1740 -2.8640
C7 -2.0167 -3.6956 3.1015
H6 1.1754 -2.8701 2.4325
H7 -1.5473 -5.7985 -0.1188
H8 4.5568 7.1734 -0.9660
H9 -5.5563 -3.0678 -2.0445
H10 -1.6058 4.1271 -0.1714
C8 0.3313 -3.4207 2.8354
C9 -0.9561 -2.9529 2.5707
H11 -1.9890 -0.5012 2.4310
C10 1.6866 8.0258 0.5922
C11 1.1566 0.7546 -1.5889
H12 4.1979 9.4351 -1.9751
H13 -2.2671 0.4053 -1.4859
S1 3.0514 5.6458 0.9189
S2 3.0303 -5.1702 0.6694
H14 -1.4597 -3.2696 -0.7817
H15 -2.6583 -5.4117 4.2224
C12 -1.8092 -4.8532 3.8403
H16 2.9337 4.7420 -1.2416
Si1 -1.2123 -1.3864 1.4614
H17 -1.6363 -8.1986 0.5223
C13 2.2513 4.6735 -0.3913
H18 2.2276 10.7765 -1.3049
C14 0.4647 -8.3290 0.9600
C15 -1.2551 0.3648 -1.8768
C16 0.3077 -0.2774 -3.6166
C17 0.5586 -5.6399 0.2279
H19 1.9690 1.2610 -1.0821
N1 0.7095 -4.3154 -0.1119
C18 -3.4825 -3.2839 -1.5030
C19 1.6745 -7.6532 1.0203
H20 0.2952 5.3870 0.1695
S3 -0.6111 1.9880 0.2253
H21 -6.0098 -1.4138 -0.2500
C20 0.8477 5.1416 -0.7450
C21 3.6931 7.7792 -0.7172
H22 -3.2669 -3.9989 -2.2909
Pd1 0.5526 -0.7349 0.0695
O2 4.5193 5.4021 0.7880
C22 -0.6924 -7.6665 0.5465
S4 2.5506 -2.3208 -0.1140
H23 -1.8284 3.0249 -1.5327
H24 -0.3795 4.6188 -2.4276
H25 -3.0362 -3.3708 2.9098
H26 0.9325 6.0715 -1.3124
H27 0.6245 9.8711 0.3526
H28 0.4169 -9.3725 1.2492
C23 3.4890 9.0383 -1.2586
C24 -3.9929 -1.4466 0.4965
C25 -0.5143 -5.3054 4.0748
H29 2.5700 -8.1633 1.3576
C26 -5.0156 -1.8352 -0.3660
C27 1.4829 9.2866 0.0461
H30 -1.8503 -0.5492 -3.6857
C28 1.9299 -3.8972 0.0800
C29 0.0545 4.1093 -1.5612
C30 -1.0923 3.4161 -0.8268
C31 0.5567 -4.5799 3.5719
H31 -4.2055 -0.7241 1.2787
C32 -2.6971 -1.9584 0.3832
C33 -0.1631 0.8134 -1.0420
C34 1.7207 -6.3137 0.6624
H32 -0.3458 -6.2194 4.6340
C35 2.3826 9.7918 -0.8816
H33 0.9929 7.6268 1.3234

Forces on atoms 1 to 3 (eV/Å):
-0.02 -0.01 -0.06
0.25 0.18 0.13
-0.01 0.00 0.00

=====

Entry 3:
Computed, not measured: a cluster of 2 separate species, C6H9NO in total, with ωB97M-V/def2-TZVPD.

## Properties
Spin multiplicity: 1
LUMO level (hartree): 0.0271
Frontier orbital gap (eV): 10.68
Structure (SMILES): c1ccncc1.CO
F_max (hartree/bohr): 0.0944
E_tot (eV): -9903.838

Atoms and positions in Å:
H1 -3.1034 0.6727 -1.1811
C1 -2.6229 0.0152 -0.3713
N1 2.4957 0.2146 -0.3811
C2 1.9198 1.3678 -0.0568
C3 1.7927 -0.9026 -0.1597
C4 -0.0680 0.2987 0.6675
H2 -2.9406 0.3869 0.6071
C5 0.5345 -0.8982 0.3892
O1 -3.0674 -1.3071 -0.4207
H3 0.0276 -1.8272 0.5484
H4 0.1924 2.4128 0.6692
H5 -1.6415 0.1933 -0.5935
H6 -2.3711 -1.7567 0.0437
H7 2.3040 -1.8389 -0.3983
H8 -1.0848 0.3019 1.0675
H9 2.4794 2.2825 -0.3271
C6 0.6451 1.4736 0.4641

Forces on atoms 1 to 3 (eV/Å):
-0.13 -1.17 1.12
-4.26 1.92 -1.30
-0.09 -0.31 0.01

=====

Entry 4:
Computed, not measured: a cluster of 2 separate species, C6H13NO in total, with ωB97M-V/def2-TZVPD.

## Properties
Spin multiplicity: 1
LUMO level (hartree): 0.0290
Frontier orbital gap (eV): 8.63
Structure (SMILES): C=C/C(=C/C)NC.O
F_max (hartree/bohr): 0.0604
E_tot (eV): -9968.138

Atoms and positions in Å:
C1 -0.6912 -1.2264 0.6703
H1 1.5642 1.5568 -0.6134
H2 0.8679 2.4405 0.8064
H3 -2.2880 0.0357 1.3079
C2 0.4596 -0.6830 0.2603
H4 -1.0725 -1.9971 0.0047
H5 -1.3452 -0.6053 2.6764
N1 1.0722 0.3454 1.0356
C3 -1.6759 -0.8244 1.6382
H6 -1.4422 1.0646 -0.4078
H7 2.5320 1.8989 0.8313
C4 0.3995 -1.1512 -2.1273
H8 -0.6648 -1.2475 -2.2488
O1 -1.3731 1.0317 -1.3761
H9 2.1809 -0.7619 -1.1644
H10 -0.9760 1.9306 -1.3923
H11 -2.4283 -1.6089 1.8108
H12 1.4257 0.1879 1.9651
C5 1.1249 -0.9458 -1.0280
H13 0.8138 -1.0553 -3.1313
C6 1.5165 1.6145 0.4825

Forces on atoms 1 to 3 (eV/Å):
0.88 -1.16 -2.30
-0.16 0.14 0.28
-0.08 -0.03 -0.32

=====

Entry 5:
Computed, not measured: the molecule C5H8OS2, with ωB97M-V/def2-TZVPD.

## Properties
Spin multiplicity: 1
LUMO level (spin up / spin down) (hartree): -0.0244 / -0.0244
Frontier orbital gap (spin up / spin down) (eV): 7.54 / 7.54
F_max (hartree/bohr): 0.0692
E_tot (eV): -29029.085

Atoms and positions in Å:
C1 0.3493 -1.5526 -0.2377
C2 0.6014 2.2943 -0.5814
S1 -1.4031 1.5709 1.7159
H1 1.9549 -0.1647 -0.2590
H2 1.0803 -2.1321 -0.7859
H3 0.0916 -2.0340 0.7047
H4 -0.4383 -1.4137 -0.8579
H5 1.0576 0.0250 1.2096
S2 -2.6824 0.8891 -0.9992
O1 0.4117 3.2217 0.2722
C3 0.9072 -0.1670 0.1481
C4 0.0361 0.8973 -0.4969
C5 -1.2996 0.9905 0.1540
H6 -0.2262 3.0145 1.0432
H7 -3.4476 1.1153 0.0924
H8 -0.0625 0.6059 -1.5885

Forces on atoms 1 to 3 (eV/Å):
2.39 0.23 2.63
1.62 1.38 -0.06
-0.49 -0.75 -0.54

=====

Entry 6:
Computed, not measured: a structure of composition C21H14F4N4O3S5Ti, with ωB97M-V/def2-TZVPD.

## Properties
Spin multiplicity: 1
LUMO level (spin up / spin down) (hartree): -0.1034 / -0.1015
Frontier orbital gap (spin up / spin down) (eV): 3.28 / 3.33
F_max (hartree/bohr): 0.0311
E_tot (eV): -122264.245

Atoms and positions in Å:
C1 2.5708 -3.0343 -2.0732
C2 -2.1274 3.7041 1.9821
H1 -2.9858 3.3507 1.4168
H2 3.1461 2.0974 3.0897
C3 2.3193 -0.9019 -0.7785
O1 -1.4937 2.5060 2.4926
C4 -3.1998 -3.2661 0.2567
H3 -0.3798 4.9507 1.6309
F1 -0.2970 -0.8898 -1.8212
C5 -2.4875 -0.7495 0.3401
H4 -0.8805 1.5303 4.1458
N1 4.4870 -0.9781 0.6296
C6 0.9668 -6.1709 -4.6114
F2 3.8408 -3.1429 -1.6728
C7 1.6699 0.2410 -0.4533
C8 -0.8512 2.5554 3.7857
H5 2.0451 0.8831 3.8145
H6 -1.4180 3.1959 4.4611
C9 0.2602 -4.9695 -4.3021
C10 1.8073 -1.9351 -1.6580
H7 1.1244 2.8354 4.5457
C11 0.0003 -2.8709 -2.9902
C12 2.0778 -4.0058 -2.9011
F3 -1.2647 -2.7387 -3.3769
S1 -3.9163 -4.6922 -0.0780
O2 1.1500 2.2680 2.5387
C13 -1.1767 4.4531 1.0811
C14 -1.7017 -1.3551 1.2371
C15 0.5061 -1.9112 -2.1615
C16 0.5730 3.0108 3.6220
C17 3.5486 -1.0021 -0.0387
N2 1.4841 -7.1663 -4.8769
H8 -1.7233 5.2050 0.5124
S2 -0.4461 -0.5491 2.1748
H9 2.4936 0.7713 2.1039
Ti1 -0.3830 1.5059 1.0274
C18 -0.7700 3.7376 -1.2117
S3 -2.3917 0.9575 -0.0721
S4 -1.9258 -3.0752 1.4185
H10 0.6471 4.0710 3.3807
H11 -2.4637 4.3260 2.8107
H12 -0.3852 2.8713 -1.7359
C19 -0.9831 -4.8293 -4.9916
O3 -0.5671 3.4999 0.1968
N3 1.1799 1.2630 -0.1053
H13 -0.2219 4.6305 -1.5032
F4 2.9043 -4.9896 -3.2536
H14 -1.8345 3.8466 -1.4137
C20 0.7623 -3.9843 -3.4185
S5 -3.6159 -1.7708 -0.5157
C21 2.2858 1.4542 2.9180
N4 -1.9592 -4.7430 -5.5984

Forces on atoms 1 to 3 (eV/Å):
-0.09 -0.30 -0.10
-0.02 -0.06 0.22
-0.07 -0.08 -0.01

=====

Entry 7:
Computed, not measured: a structure of composition CHBrCl2, with ωB97M-V/def2-TZVPD.

## Properties
Spin multiplicity: 3
LUMO level (spin up / spin down) (hartree): 0.0311 / -0.1606
Frontier orbital gap (spin up / spin down) (eV): 8.46 / 6.42
<S²>: 2.0068
F_max (hartree/bohr): 0.0475
E_tot (eV): -96136.170

Atoms and positions in Å:
Br1 0.7606 1.7403 -0.1818
Cl1 -1.9926 -0.1888 0.4762
H1 -0.0033 -0.4525 -1.1039
Cl2 1.0146 -1.0693 0.9406
C1 0.2206 -0.0296 -0.1311

Forces on atoms 1 to 3 (eV/Å):
0.19 0.53 0.00
-2.27 -0.28 0.86
0.23 0.04 0.16

=====

Entry 8:
Computed, not measured: a structure of composition C21H26FeN8OPSe, with ωB97M-V/def2-TZVPD.

## Properties
Spin multiplicity: 2
LUMO level (spin up / spin down) (hartree): -0.2446 / -0.2553
Frontier orbital gap (spin up / spin down) (eV): 6.47 / 6.14
<S²>: 0.9596
F_max (hartree/bohr): 0.0204
Net charge: +2
E_tot (eV): -145176.378

Atoms and positions in Å:
C1 0.4743 1.5423 2.4407
H1 -0.3171 3.0890 -4.0892
C2 -3.6843 -3.6781 0.3103
N1 1.9346 -0.2699 -0.7616
C3 1.5802 4.6269 0.9503
H2 -1.5037 -0.4154 2.4823
H3 -2.8626 -1.1147 3.3431
C4 4.0097 1.7436 -2.9299
H4 4.3250 2.6006 -2.3387
N2 3.3783 0.7378 -2.0754
C5 -2.2120 0.3760 -1.5107
H5 0.1496 0.9020 3.2425
H6 -4.4521 -4.4401 0.2982
C6 -3.0218 -3.3177 -0.8563
N3 -1.3215 2.0859 -2.5363
H7 -2.9029 -0.3573 -1.1406
C7 -3.3434 -3.0409 1.4831
N4 0.5381 1.1624 1.1210
C8 0.2173 -2.5731 2.7036
H8 4.8162 -0.8427 -2.2189
C9 -0.9949 -2.2242 3.5546
H9 3.0328 -2.1127 -0.5816
H10 2.5716 4.5848 0.5055
N5 -1.7031 -1.7208 0.3568
C10 0.8402 2.8482 2.5599
N6 0.6828 -2.4166 -0.3838
Se1 0.7339 -5.3101 -0.6667
H11 -0.0321 -3.2309 1.8783
O1 0.7151 -1.3498 2.0872
H12 -3.2509 -3.7817 -1.8045
C11 0.6935 -3.5946 -0.4964
H13 1.0134 -3.0410 3.2808
H14 -3.8290 -3.2934 2.4164
H15 0.9385 -0.7433 2.8000
C12 2.9812 -1.1273 -1.0019
C13 -0.4067 1.5445 -1.7103
C14 3.8775 -0.5056 -1.8150
C15 -1.9829 -1.3588 2.7499
C16 -1.1455 3.2515 -3.4043
H16 0.9106 3.4909 3.4201
H17 -2.0579 3.3836 -3.9775
C17 -2.3628 -2.0533 1.4782
C18 -2.4676 1.3551 -2.4193
N7 -0.9081 0.4784 -1.0800
H18 3.3211 2.0627 -3.7083
H19 4.8809 1.2922 -3.3941
Fe1 0.1999 -0.7250 0.2253
H20 0.8825 5.0947 0.2600
P1 1.1892 2.3343 -1.3482
C19 -2.0404 -2.3606 -0.7857
C20 2.2067 0.8495 -1.4213
N8 1.1224 3.2810 1.2996
C21 0.9249 2.2486 0.4546
H21 -1.4468 -3.1600 3.8888
H22 1.6255 5.2146 1.8618
H23 -3.3614 1.5934 -2.9691
H24 -1.4883 -2.0836 -1.6714
H25 -0.9664 4.1441 -2.8094
H26 -0.7014 -1.6755 4.4536

Forces on atoms 1 to 3 (eV/Å):
-0.03 -0.02 0.02
-0.01 0.00 0.00
-0.03 -0.03 0.01